The following is a DFT calculation (wB97M-V/def2-TZVPD) of one molecule with the formula C5H6N2 at a distorted geometry.

ORCA input file:
```
! wB97M-V def2-TZVPD RIJCOSX def2/J DEFGRID3
* xyz 0 1
C -3.369 0.075 -0.024
C -2.160 0.110 0.149
C -0.755 0.294 0.128
C 2.098 0.013 0.766
C 1.995 0.621 -0.574
H -4.438 -0.046 -0.258
H -0.323 1.208 0.537
H 1.596 0.587 1.577
H 3.001 -0.521 1.110
H 2.781 0.583 -1.402
H 1.433 1.527 -0.644
N -0.051 -0.734 -0.215
N 1.351 -0.696 -0.298
*
```

Values from the calculation:
SMILES string ... C#C/C=N/N1CC1
Energy above the lowest of the compared OMol25 structures with the same formula, charge and spin ... 498.4 kJ/mol
LUMO ... 0.0132 hartree
Maximum force ... 2.89 eV/A
Orbital gap ... 9.59 eV
Total energy ... -8257.1930 eV

From a Mulliken analysis of the wavefunction, the atomic charges in e read: C 0.0225; C -0.4417; C 0.0475; C -0.2287; C -0.3402; H 0.3600; H 0.3380; H 0.1906; H 0.2391; H 0.2205; H 0.1961; N -0.3054; N -0.2980